C9H33BeCaN16O11 | ωB97M-V/def2-TZVPD

Output
* HOMO energy (alpha / beta): -0.488 / -0.488 Eh
* charge: +2
* largest force on an atom: 8.70 eV/A
* 2S+1: 2
* DFT total energy: -2758.5737 Eh

CARTESIAN COORDINATES (ANGSTROEM)
Be: -3.45961 1.67626 2.08976
Ca: 1.57504 3.35212 0.72865
O: 0.70494 -0.29252 0.48945
C: -0.20611 0.66800 0.40423
O: 0.16044 1.70314 -0.15022
O: -1.37986 0.45376 0.77697
H: 0.19262 -0.90868 1.01810
C: 3.13204 1.66716 -1.93739
O: 2.71496 2.53984 -1.24235
N: 2.65894 1.35721 -3.10331
N: 4.06844 0.88459 -1.51646
H: 2.16827 2.11192 -3.56130
H: 3.10519 0.58575 -3.57849
H: 4.33128 0.15706 -2.16585
H: 4.14740 0.81222 -0.51216
C: -4.48901 1.20288 -1.22222
O: -4.71682 1.42548 -0.03801
N: -5.41260 1.24180 -2.19153
N: -3.32361 1.05140 -1.63691
H: -5.19384 1.06968 -3.16240
H: -6.33806 1.58768 -1.98176
H: -2.57794 0.95527 -0.96250
H: -2.98444 1.00119 -2.58693
C: -1.96839 -3.61259 -1.59648
O: -0.95479 -4.04728 -2.19110
N: -3.22698 -3.71683 -1.76925
N: -1.90823 -2.73459 -0.59290
H: -3.59151 -3.98932 -2.67090
H: -3.86810 -3.21113 -1.17485
H: -2.72419 -2.36333 -0.12762
H: -0.97748 -2.52798 -0.25953
C: -0.66887 -0.39400 -3.18461
O: -1.75202 -0.77433 -3.64595
N: -0.30710 0.77807 -3.07857
N: 0.21518 -1.22911 -2.74326
H: 0.64495 0.91287 -2.76954
H: -0.91286 1.43036 -3.55573
H: -0.02777 -2.20851 -2.70023
H: 1.00981 -0.86018 -2.24072
C: 3.58024 0.94627 2.15315
O: 3.03693 1.81952 1.52190
N: 3.22126 -0.24466 2.20922
N: 4.65435 1.05781 2.78469
H: 2.32795 -0.54413 1.84534
H: 3.66050 -0.81569 2.91709
H: 4.98516 0.29878 3.36308
H: 5.04249 1.98219 2.90713
C: 1.36603 -3.34614 2.59901
O: 0.48546 -2.83784 1.92399
N: 1.77680 -2.98926 3.80658
N: 2.11758 -4.25646 2.22117
H: 2.13900 -3.71733 4.40559
H: 1.24906 -2.28773 4.30604
H: 1.93336 -4.46365 1.24996
H: 2.52361 -4.95060 2.83223
C: -1.28413 -1.62400 4.23787
O: -2.25192 -2.38151 3.93012
N: -0.79796 -1.55807 5.44806
N: -0.83430 -0.70231 3.42916
H: -0.07671 -0.85107 5.43970
H: -0.97786 -2.21736 6.19174
H: -0.02699 -0.17622 3.73179
H: -1.17721 -0.65195 2.48048
C: -0.20394 4.58002 -1.83322
O: 0.77009 4.51682 -1.04854
N: -0.54810 5.60968 -2.60217
N: -0.99361 3.60758 -2.04689
H: -1.50826 5.80099 -2.85036
H: 0.15653 6.33292 -2.57902
H: -1.52142 3.60545 -2.90800
H: -0.68334 2.70262 -1.72303

Löwdin atomic charge list, values in e, 5 entries: 0.870, 1.652, 0.107, -0.817, -0.134